Record 1
23
Properties=species:S:1:pos:R:3:forces:R:3:mulliken_charge:R:1 method="wB97M-V/def2-TZVPD" de_lowest_kcal_mol=0.00 orbital_gap_ev="5.15 / 5.15" homo_energy_ev="-2.76 / -2.76" total_charge=-1 lumo_energy_ev="2.388 / 2.388"
Bi 0.50550 -0.28967 -1.87845 -0.59 -0.30 2.11 0.97
Cl 1.87311 -2.31820 -1.40007 1.46 -1.93 -0.03 -0.63
C 2.29628 1.05214 -2.32838 -0.18 0.29 -0.99 -1.26
C -0.75659 -1.23452 -3.54060 0.21 0.62 -0.98 -1.28
H 2.18399 1.44766 -3.34634 0.49 0.15 0.28 0.36
H 2.30558 1.85191 -1.57791 -0.12 -0.21 -0.23 0.31
H 3.17275 0.40354 -2.22157 -0.27 0.14 -0.13 0.31
H -0.62504 -0.63824 -4.45378 -0.37 -0.53 -0.08 0.37
H -1.79847 -1.23433 -3.19759 0.28 0.11 -0.08 0.30
H -0.37482 -2.25759 -3.63787 -0.03 0.34 -0.05 0.31
Tl -1.07442 0.56661 1.43834 -0.22 0.48 -1.40 1.10
C -2.07300 -1.13932 2.18150 -0.09 -0.68 0.93 -1.15
C -1.01743 1.26545 -0.55976 -0.10 1.49 0.34 -1.33
H -3.13200 -1.08969 1.89458 0.37 -0.03 0.06 0.34
H -1.56065 -1.96596 1.66490 -0.30 0.10 0.28 0.27
H -1.96176 -1.22174 3.26827 -0.10 -0.21 -0.33 0.32
H -2.02114 1.15278 -1.01351 0.22 0.49 0.37 0.27
H -0.57152 2.27967 -0.62352 -0.59 -0.34 -0.21 0.28
O 1.04961 -0.77536 4.00609 0.15 0.86 0.26 -0.55
Cl 0.94440 0.66137 3.93040 -0.75 0.13 -1.77 1.60
O -0.37341 1.09716 4.39306 1.07 -0.19 -0.08 -0.61
O 2.01607 1.35260 4.58626 -0.57 -0.43 -0.25 -0.62
O 0.99295 1.03373 2.41595 0.02 -0.36 1.97 -0.67


Record 2
179
Properties=species:S:1:pos:R:3:forces:R:3:mulliken_charge:R:1 method="wB97M-V/def2-TZVPD" orbital_gap_ev=7.21 homo_energy_ev=-9.65 total_charge=+1 lumo_energy_ev=-2.442
C 5.88239 5.43850 1.61177 -0.41 -0.12 -0.25 -0.90
C 5.03115 4.35686 1.73631 0.33 1.08 0.03 0.17
C 4.75880 3.41295 0.61719 -0.51 -0.72 -0.38 0.82
O 5.33474 2.33617 0.67950 -1.16 1.60 -0.04 -0.56
O 3.89816 3.74782 -0.39132 0.36 -0.06 0.54 -0.41
C 2.93543 2.70670 -0.60295 0.03 -0.59 -0.79 0.18
C 1.96321 3.08958 -1.71275 -0.49 0.67 1.02 -1.38
C 0.52704 2.73914 -1.28878 0.37 -0.18 -0.57 -0.21
C 0.08329 1.31364 -1.65949 0.46 0.39 0.92 -0.05
C -0.90373 0.79017 -0.59920 0.07 -0.24 -0.94 -0.61
C -0.71424 -0.64727 -0.11534 -0.49 0.29 0.74 -0.87
C 0.36803 -0.86243 0.95213 0.65 0.96 -1.16 0.56
C 1.76245 -0.78963 0.29765 -0.28 -0.51 -0.48 -0.34
C 1.96060 -1.69720 -0.93014 0.61 -0.19 0.74 -2.14
N 0.09606 -2.21567 1.54897 0.02 0.63 -0.09 1.27
C 0.89194 -2.58507 2.76231 -0.04 -0.47 0.99 1.65
C -0.01768 -3.49526 3.63808 1.43 -0.10 -0.04 -1.23
C -0.09824 -4.95133 3.26659 -1.53 0.45 0.18 -1.13
O -1.05223 -5.05187 2.17124 0.22 -0.54 0.19 -0.09
C -1.61863 -6.30547 2.19244 0.60 -1.62 -1.25 -0.11
O -1.23099 -7.20929 1.49036 -0.35 1.41 0.84 -0.46
C 2.27392 -3.19904 2.47890 -0.83 -0.26 -0.67 -0.94
C 2.47776 -4.05588 1.24462 2.52 -0.35 -0.95 -0.34
O 3.57849 -4.10673 0.73562 -1.61 -0.04 0.77 -0.54
O 1.43528 -4.78543 0.72253 -0.48 0.79 0.61 -0.35
C 1.12542 -1.33470 3.67961 -0.22 0.07 -0.04 -1.92
O 2.19592 -1.60509 4.50719 0.01 -0.30 -0.01 -0.15
C 1.90021 -1.37806 5.88790 0.03 0.07 0.76 -0.62
C 3.16164 -1.51243 6.71880 0.71 0.78 -1.30 0.25
C 4.21711 -0.57308 6.12140 -0.52 -0.02 0.69 -1.04
O 3.62908 -2.83505 6.79366 -0.29 -0.45 0.53 -0.63
O 1.39194 -0.15865 2.98634 0.03 0.13 0.05 -0.39
C 0.37174 0.21113 2.05594 -0.43 -0.89 0.04 0.40
C -0.97421 0.54078 2.70740 -0.23 0.70 0.00 -1.06
C -1.30012 2.05525 2.74048 -0.15 -0.72 1.35 -1.57
C -0.15121 2.96728 3.10699 -0.43 0.06 -1.45 0.21
O 0.64391 2.44439 4.16209 0.04 0.32 0.38 -0.27
C 1.64350 3.29135 4.48768 0.64 1.41 -0.49 0.59
C 2.46068 2.94183 5.69653 -0.38 0.13 -0.15 -1.05
O 1.87227 4.30520 3.84230 -0.39 -1.33 0.60 -0.48
H 6.89585 5.42842 1.99594 -0.54 0.73 1.93 0.33
H 5.57064 6.36830 1.14696 0.77 -0.60 -2.11 0.17
H 4.58063 4.16772 2.70494 1.39 -1.80 0.52 0.18
H 3.42114 1.76568 -0.85638 0.34 -0.02 0.16 0.33
H 2.41274 2.56763 0.34512 -0.13 0.00 0.10 -0.11
H 1.99986 4.17426 -1.76303 0.17 0.18 -0.37 0.44
H 2.23888 2.65417 -2.66535 0.07 0.02 -0.21 0.37
H -0.17969 3.44976 -1.69668 -0.14 0.12 -0.16 0.78
H 0.50676 2.89087 -0.20945 -0.21 -0.08 0.19 -0.29
H 0.97779 0.70520 -1.77277 -0.02 -0.28 0.13 -0.21
H -0.40826 1.32930 -2.61180 -0.03 -0.06 -0.41 0.35
H -0.93273 1.51892 0.19901 -0.08 -0.17 0.36 -0.73
H -1.88838 0.81793 -1.05671 -0.23 0.09 0.02 0.80
H -0.58232 -1.30518 -0.97093 0.17 -0.10 -0.07 0.34
H -1.66822 -0.93668 0.33713 -0.14 -0.14 0.00 1.01
H 1.85107 0.24412 -0.00748 0.11 0.20 0.00 -0.69
H 2.55368 -0.95352 1.01621 0.05 0.02 0.21 1.00
H 2.88694 -2.24477 -0.79872 0.16 -0.12 -0.13 0.42
H 1.18319 -2.44912 -1.01564 -0.20 -0.09 -0.30 0.25
H 2.06252 -1.15885 -1.86205 -0.34 0.14 -0.18 0.51
H -0.88242 -2.18645 1.83844 -0.13 -0.14 -0.07 1.05
H 0.13822 -2.90664 0.79090 0.15 -0.31 0.27 -0.14
H -1.01062 -3.06916 3.75130 -0.21 0.04 -0.12 0.57
H 0.44058 -3.44269 4.62340 0.04 -0.08 0.21 0.32
H 0.85030 -5.41202 3.03131 0.16 -0.08 -0.20 0.46
H -0.53936 -5.48978 4.10486 0.15 -0.10 0.24 0.74
H -2.44651 -6.46709 2.89324 -0.02 0.41 0.14 0.47
H 2.50955 -3.82201 3.33629 0.08 -0.21 0.11 0.96
H 3.06181 -2.46372 2.44723 0.06 0.33 -0.01 0.36
H 1.53975 -5.72772 0.89006 0.16 -0.27 -0.32 0.38
H 0.25194 -1.23427 4.32760 -0.39 0.24 -0.21 0.95
H 1.51756 -0.36779 6.02194 -0.18 0.14 -0.03 0.45
H 1.16645 -2.09858 6.25378 -0.18 -0.07 -0.11 0.15
H 2.95760 -1.14869 7.71898 -0.28 -0.30 0.31 0.12
H 4.52085 -0.90370 5.13638 0.25 -0.03 -0.12 0.18
H 5.04207 -0.47073 6.81571 0.35 -0.13 -0.14 0.48
H 3.74719 0.40048 6.03702 0.11 0.22 -0.16 0.07
H 3.97963 -3.10124 5.94219 0.15 0.09 -0.19 0.40
H 0.73352 1.09135 1.54484 0.24 0.26 0.11 0.24
H -1.03645 0.20246 3.73522 0.31 -0.18 0.16 0.59
H -1.82615 0.08772 2.20573 0.04 -0.32 -0.21 0.37
H -1.78607 2.37872 1.82959 0.18 0.25 -0.26 0.46
H -2.04921 2.15752 3.52366 -0.26 0.06 0.01 0.52
H -0.55627 3.94317 3.34725 0.09 0.21 0.30 0.89
H 0.45578 3.12750 2.21653 0.38 0.05 0.05 -0.41
H 1.84715 2.56813 6.50966 0.01 -0.38 0.02 0.40
H 3.25714 2.26276 5.41404 -0.04 -0.29 0.02 0.11
H 2.93080 3.85928 6.01756 0.12 0.22 0.07 0.42
C -1.77349 -6.72558 -1.57831 -0.37 -0.04 -0.28 -1.56
C -1.28082 -5.57503 -2.41766 -0.20 -0.51 0.30 0.72
C -0.96730 -4.32514 -1.63838 0.15 0.22 -0.03 -0.05
O -1.17433 -3.29727 -2.61452 -0.02 -0.05 0.15 -0.30
C -2.08292 -3.76805 -3.51117 -0.06 -0.19 -0.06 0.57
O -2.60165 -3.10472 -4.34388 -0.10 0.09 -0.12 -0.53
O -2.30441 -5.09344 -3.31382 0.27 0.34 0.02 -0.33
H -2.10260 -7.54741 -2.21329 0.10 -0.02 -0.02 0.43
H -0.99019 -7.08746 -0.91755 0.05 0.02 -0.01 0.41
H -2.63180 -6.42527 -0.97567 0.04 0.06 0.04 0.35
H -0.42727 -5.88801 -3.02506 0.02 0.11 -0.02 0.29
H 0.05246 -4.30358 -1.26864 0.12 0.08 -0.10 -0.09
H -1.66280 -4.16175 -0.80728 -0.06 -0.14 -0.02 0.10
C 7.24725 6.43800 -3.85030 -0.26 0.20 0.17 -1.32
C 8.36464 6.51620 -2.84132 -0.31 -0.11 -0.35 0.48
C 8.72529 5.20394 -2.18592 0.21 -0.09 0.00 -0.31
O 9.25003 5.63543 -0.92244 -0.13 0.00 -0.11 -0.33
C 8.66481 6.82313 -0.62770 -0.02 0.03 -0.04 0.66
O 8.73873 7.36544 0.42418 -0.05 0.04 0.22 -0.54
O 7.98327 7.30131 -1.69682 0.19 -0.11 0.03 -0.34
H 6.96214 7.43593 -4.18114 0.09 0.00 -0.07 0.36
H 7.55356 5.85534 -4.71874 0.05 0.00 0.01 0.38
H 6.35970 5.97983 -3.41126 0.05 -0.07 0.03 0.24
H 9.24447 6.98690 -3.28871 0.05 -0.03 0.07 0.26
H 9.47200 4.63916 -2.73853 0.12 0.03 0.15 0.31
H 7.85480 4.56942 -2.00102 -0.07 0.07 -0.07 0.16
C 2.23182 6.63500 2.16736 -0.28 0.10 -0.27 -0.95
C 2.73077 7.56553 1.09180 -0.16 -0.23 0.43 0.82
C 2.94582 8.99548 1.52616 0.20 0.12 -0.04 -0.48
O 2.75554 9.71218 0.29867 -0.08 -0.11 0.07 -0.35
C 1.92479 8.97343 -0.47961 0.04 -0.02 0.08 0.56
O 1.42256 9.35432 -1.48212 -0.09 0.05 -0.17 -0.54
O 1.74981 7.73536 0.05273 0.15 0.11 -0.06 -0.38
H 1.98424 5.66436 1.74366 0.14 -0.06 0.01 -0.12
H 2.98421 6.49393 2.94038 0.03 -0.01 -0.03 0.40
H 1.32223 7.02353 2.62836 0.04 0.08 0.02 0.40
H 3.63419 7.15618 0.63065 -0.01 0.08 -0.07 -0.05
H 3.94036 9.17769 1.92641 0.03 0.12 -0.15 0.32
H 2.19796 9.33642 2.24609 -0.04 -0.11 0.02 0.32
C 1.51341 -2.53715 12.14655 -0.36 -0.04 -0.12 -1.52
C 1.98083 -1.51078 11.14679 -0.07 -0.29 0.41 0.62
C 2.33355 -0.16398 11.73154 0.20 0.08 0.00 -0.50
O 2.08732 0.71506 10.62143 -0.08 -0.09 0.03 -0.32
C 1.14376 0.13387 9.84764 0.03 -0.06 0.09 0.69
O 0.58813 0.67067 8.94354 -0.02 0.04 -0.25 -0.54
O 0.92533 -1.14620 10.23220 0.17 0.14 -0.10 -0.35
H 1.15977 -3.43254 11.63667 0.11 -0.04 -0.01 0.37
H 2.32386 -2.81482 12.81940 0.04 0.02 -0.03 0.39
H 0.68008 -2.15321 12.73594 0.05 0.07 0.03 0.36
H 2.80907 -1.91163 10.55473 0.01 0.08 -0.04 0.23
H 3.36902 -0.09426 12.05400 0.03 0.14 -0.15 0.31
H 1.67813 0.12715 12.55475 -0.05 -0.10 0.00 0.32
C -4.73139 -5.64812 -5.87317 -0.33 0.12 0.26 -1.41
C -5.26532 -5.57915 -7.28025 0.26 -0.04 0.42 0.54
C -4.54553 -4.60870 -8.18483 0.09 -0.04 -0.21 -0.44
O -5.57287 -4.26000 -9.12416 0.03 0.00 0.13 -0.33
C -6.76356 -4.41166 -8.49627 0.06 -0.04 0.06 0.56
O -7.80425 -4.03851 -8.92685 -0.03 0.07 -0.01 -0.50
O -6.60253 -5.04607 -7.30922 0.06 -0.01 -0.22 -0.37
H -5.37708 -6.26874 -5.25160 0.05 -0.12 -0.06 0.40
H -3.72560 -6.06681 -5.86084 0.01 -0.01 -0.05 0.40
H -4.70345 -4.65974 -5.41370 0.09 0.05 -0.10 0.22
H -5.29734 -6.57882 -7.72289 -0.02 0.04 -0.09 0.27
H -3.69253 -5.04917 -8.69489 -0.10 0.02 -0.17 0.33
H -4.22796 -3.70176 -7.66506 -0.02 -0.05 0.12 0.28
C -3.83452 2.97992 -7.27925 -0.24 0.17 0.25 -1.50
C -2.65406 2.74175 -6.37331 -0.34 -0.01 -0.38 0.56
C -2.36627 1.29125 -6.06796 0.18 -0.10 -0.06 -0.63
O -1.72847 1.38206 -4.78185 -0.08 0.01 -0.01 -0.26
C -2.19335 2.50309 -4.18113 -0.15 0.12 -0.11 0.60
O -2.00401 2.77480 -3.03673 -0.25 0.07 -0.01 -0.49
O -2.89325 3.25998 -5.04726 0.21 -0.10 0.04 -0.38
H -4.05309 4.04468 -7.34741 0.08 0.01 -0.08 0.37
H -3.63366 2.59897 -8.27989 0.06 0.00 0.00 0.39
H -4.72878 2.49319 -6.88819 0.04 -0.08 0.00 0.35
H -1.76743 3.24392 -6.76952 0.05 -0.03 0.08 0.25
H -1.70586 0.82199 -6.79214 0.15 -0.02 0.15 0.33
H -3.27175 0.69051 -5.96224 -0.06 0.08 -0.02 0.33
C -10.82916 -4.10492 -9.78275 -0.25 -0.13 -0.33 -1.47
C -12.14027 -3.82718 -9.09533 0.45 -0.12 -0.21 0.61
C -12.28869 -4.46294 -7.73469 -0.08 0.12 0.20 -0.47
O -13.71070 -4.61176 -7.62526 0.11 -0.02 -0.06 -0.33
C -14.20550 -4.71888 -8.88677 0.09 0.02 -0.05 0.62
O -15.31818 -5.03027 -9.14706 -0.18 -0.06 -0.03 -0.52
O -13.24732 -4.42214 -9.80001 -0.10 0.08 0.23 -0.37
H -10.84724 -3.72316 -10.80356 0.01 0.09 0.04 0.36
H -10.00643 -3.63874 -9.25020 0.00 0.01 0.04 0.46
H -10.64227 -5.17764 -9.84631 0.00 -0.01 0.10 0.30
H -12.31976 -2.74902 -9.04705 -0.08 -0.02 0.07 0.24
H -11.90555 -3.84254 -6.92813 -0.17 0.01 0.06 0.30
H -11.83050 -5.45311 -7.67862 0.06 0.02 -0.11 0.31


Record 3
59
Properties=species:S:1:pos:R:3:forces:R:3:mulliken_charge:R:1 method="wB97M-V/def2-TZVPD" de_lowest_kcal_mol=20.95 orbital_gap_ev="8.20 / 8.63" homo_energy_ev="-8.45 / -8.90" multiplicity=3 total_charge=0 lumo_energy_ev="-0.254 / -0.273"
Ni 0.07843 0.09840 -0.36669 0.14 -0.40 -0.36 0.63
O -2.60225 -0.32506 1.23629 0.25 -0.22 0.12 -0.32
N -1.32700 -0.91052 1.20684 -0.52 0.12 -0.12 0.43
C -1.39149 -2.05663 1.75631 0.62 0.20 -0.09 -0.75
C -0.23694 -2.93948 2.04711 -0.41 0.17 -0.04 0.86
C -0.58998 -4.11266 2.71443 0.12 -0.11 0.04 -1.02
C 0.36319 -5.03805 3.10903 -0.08 0.11 -0.06 -0.68
C 1.69706 -4.78856 2.83860 0.01 0.00 -0.01 -0.83
C 2.05647 -3.62954 2.16680 0.11 -0.08 0.01 -0.23
C 1.11448 -2.69144 1.75869 0.06 0.04 0.00 -0.02
P 1.69610 -1.22370 0.82490 -0.19 0.03 0.11 2.66
C 3.01823 -1.91674 -0.20789 -0.04 -0.09 0.03 0.31
C 2.62144 -2.55315 -1.38315 -0.02 0.02 -0.08 -0.52
C 3.56757 -3.12248 -2.21760 0.05 -0.01 0.00 -0.63
C 4.91774 -3.05628 -1.89236 -0.04 0.01 0.02 -0.56
C 5.31611 -2.41899 -0.72774 -0.04 -0.01 -0.02 -0.78
C 4.36721 -1.85310 0.11576 0.07 0.00 0.01 -0.11
C 2.53727 -0.19622 2.06733 -0.04 -0.03 -0.09 0.05
C 3.25529 0.90788 1.60279 -0.03 0.02 0.04 -0.16
C 3.84841 1.77775 2.50043 0.02 0.01 0.03 -0.69
C 3.71474 1.57163 3.86959 -0.02 -0.05 -0.05 -0.66
C 2.98475 0.48929 4.33366 0.01 0.01 -0.03 -0.70
C 2.39949 -0.39444 3.43427 0.00 -0.04 0.09 -0.66
H -2.99945 0.43655 -0.42137 0.43 0.16 0.33 0.37
H -2.36720 -2.40767 2.08180 -0.02 -0.02 0.07 0.36
H -1.63479 -4.29553 2.92589 -0.04 -0.03 0.02 0.39
H 0.06181 -5.94185 3.61912 -0.01 -0.03 0.02 0.41
H 2.45914 -5.49431 3.13930 0.02 -0.01 0.00 0.43
H 3.10315 -3.45891 1.94288 -0.04 0.02 0.00 0.44
H 1.57448 -2.57716 -1.66399 -0.01 0.02 0.05 0.29
H 3.25232 -3.60681 -3.13199 0.00 -0.01 -0.02 0.43
H 5.65512 -3.49604 -2.55036 0.02 0.00 -0.01 0.39
H 6.36551 -2.36041 -0.47193 0.02 0.01 0.01 0.43
H 4.69007 -1.35679 1.02200 -0.02 0.02 0.02 0.39
H 3.32992 1.08571 0.53708 0.01 -0.02 -0.05 0.32
H 4.41119 2.62438 2.13049 0.01 0.03 0.00 0.43
H 4.17899 2.25167 4.57033 0.02 0.04 0.02 0.40
H 2.87140 0.32500 5.39675 0.00 0.00 0.02 0.43
H 1.83526 -1.23885 3.80974 0.00 -0.01 -0.01 0.39
O -2.92251 -0.80482 -2.01475 -0.08 0.04 0.08 -0.64
Cl -1.55872 -0.63993 -2.51488 0.59 0.29 0.34 1.02
O -1.08494 0.74038 -2.17594 -0.48 -0.23 0.02 -0.58
O -2.55887 0.79407 0.39160 -0.41 -0.12 -0.52 -0.27
O -0.63462 -1.47058 -1.64167 -0.21 -0.05 -0.11 -0.57
C 3.62913 0.92901 -2.71625 0.21 -0.06 -0.20 -1.02
C 2.17251 1.16329 -2.39406 -0.05 -0.44 0.28 0.38
O 1.50993 1.97247 -3.03603 -0.06 0.24 -0.26 -0.79
O 1.74536 0.48026 -1.39073 0.24 0.17 -0.05 -0.15
H 3.81857 1.13382 -3.76776 0.01 0.00 -0.01 0.41
H 3.93235 -0.08580 -2.46089 -0.02 0.01 0.00 0.08
H 4.23631 1.62005 -2.12790 -0.01 0.03 0.04 0.24
N 0.44089 3.31890 -0.96298 0.19 0.05 0.22 -0.34
C 0.53505 2.90956 0.31392 -0.11 0.19 -0.26 0.67
N 0.92744 3.81860 1.24926 0.02 0.05 0.06 -0.45
O 0.26821 1.75650 0.69177 0.00 -0.08 0.38 -0.61
H 0.92953 4.16597 -1.21025 -0.10 0.01 0.05 0.27
H 0.51143 2.61117 -1.70811 -0.12 0.06 -0.07 0.00
H 0.87368 4.80300 1.05355 -0.02 -0.05 0.01 0.19
H 0.82130 3.52405 2.20525 -0.01 0.04 -0.02 0.25


Repeat the first record exactly.
23
Properties=species:S:1:pos:R:3:forces:R:3:mulliken_charge:R:1 method="wB97M-V/def2-TZVPD" de_lowest_kcal_mol=0.00 orbital_gap_ev="5.15 / 5.15" homo_energy_ev="-2.76 / -2.76" total_charge=-1 lumo_energy_ev="2.388 / 2.388"
Bi 0.50550 -0.28967 -1.87845 -0.59 -0.30 2.11 0.97
Cl 1.87311 -2.31820 -1.40007 1.46 -1.93 -0.03 -0.63
C 2.29628 1.05214 -2.32838 -0.18 0.29 -0.99 -1.26
C -0.75659 -1.23452 -3.54060 0.21 0.62 -0.98 -1.28
H 2.18399 1.44766 -3.34634 0.49 0.15 0.28 0.36
H 2.30558 1.85191 -1.57791 -0.12 -0.21 -0.23 0.31
H 3.17275 0.40354 -2.22157 -0.27 0.14 -0.13 0.31
H -0.62504 -0.63824 -4.45378 -0.37 -0.53 -0.08 0.37
H -1.79847 -1.23433 -3.19759 0.28 0.11 -0.08 0.30
H -0.37482 -2.25759 -3.63787 -0.03 0.34 -0.05 0.31
Tl -1.07442 0.56661 1.43834 -0.22 0.48 -1.40 1.10
C -2.07300 -1.13932 2.18150 -0.09 -0.68 0.93 -1.15
C -1.01743 1.26545 -0.55976 -0.10 1.49 0.34 -1.33
H -3.13200 -1.08969 1.89458 0.37 -0.03 0.06 0.34
H -1.56065 -1.96596 1.66490 -0.30 0.10 0.28 0.27
H -1.96176 -1.22174 3.26827 -0.10 -0.21 -0.33 0.32
H -2.02114 1.15278 -1.01351 0.22 0.49 0.37 0.27
H -0.57152 2.27967 -0.62352 -0.59 -0.34 -0.21 0.28
O 1.04961 -0.77536 4.00609 0.15 0.86 0.26 -0.55
Cl 0.94440 0.66137 3.93040 -0.75 0.13 -1.77 1.60
O -0.37341 1.09716 4.39306 1.07 -0.19 -0.08 -0.61
O 2.01607 1.35260 4.58626 -0.57 -0.43 -0.25 -0.62
O 0.99295 1.03373 2.41595 0.02 -0.36 1.97 -0.67